Entry 1:
Below is a molecular structure, C14H33GeN2O2S5Si3Ti, with properties calculated with ωB97M-V/def2-TZVPD.

ORCA input file:
```
! wB97M-V def2-TZVPD RIJCOSX def2/J DEFGRID3
* xyz 0 2
Ti -0.556 -1.327 -1.463
S 2.809 0.499 -7.522
C 1.991 -0.036 -6.207
S 2.670 -1.083 -5.007
C 1.264 -1.214 -3.979
C 0.179 -0.530 -4.384
S -1.335 -0.456 -3.495
S 0.344 0.378 -5.866
S 1.380 -2.170 -2.511
C -4.207 -4.468 0.834
O -2.920 -4.381 0.207
C -2.496 -3.238 -0.282
O -1.383 -3.181 -0.804
N -3.294 -2.149 -0.206
N -2.755 -0.959 -0.707
H -4.306 -5.502 1.143
H -4.998 -4.225 0.124
H -4.250 -3.824 1.713
H -4.184 -2.145 0.262
H -2.657 -0.266 0.033
H -3.342 -0.589 -1.449
C -2.825 1.892 1.053
Si -0.979 2.299 0.888
C -0.853 3.687 -0.370
C -0.441 2.929 2.575
Ge 0.348 0.458 0.181
Si 0.714 -0.946 2.065
C 1.759 -0.165 3.417
C -0.952 -1.427 2.827
C 1.552 -2.525 1.479
Si 2.447 1.367 -0.488
C 2.299 1.944 -2.265
C 2.916 2.818 0.616
C 3.807 0.084 -0.339
H -3.335 2.737 1.523
H -3.013 1.019 1.687
H -3.301 1.745 0.079
H -1.485 4.533 -0.086
H -1.163 3.345 -1.360
H 0.173 4.050 -0.453
H -0.998 3.832 2.843
H 0.622 3.172 2.586
H -0.621 2.183 3.352
H 1.299 0.746 3.804
H 2.746 0.102 3.031
H 1.901 -0.858 4.250
H -1.498 -0.551 3.188
H -0.817 -2.110 3.670
H -1.585 -1.936 2.092
H 2.479 -2.296 0.949
H 0.908 -3.066 0.778
H 1.786 -3.206 2.301
H 1.506 2.686 -2.375
H 2.056 1.100 -2.915
H 3.233 2.387 -2.620
H 2.191 3.632 0.559
H 3.888 3.219 0.316
H 2.991 2.506 1.661
H 3.582 -0.804 -0.931
H 3.960 -0.221 0.699
H 4.749 0.506 -0.703
*
```

Calculated values
E	-6599.193774	a.u.
E_HOMO (spin up / spin down)	-6.999 / -7.008	eV
molecular weight	626.5	g mol⁻¹
maximum force	0.00624	Eh/bohr
<S²>	0.76
frontier orbital gap (spin up / spin down)	0.23424 / 0.23458	hartree
energy above the lowest of the compared OMol25 structures with the same formula, charge and spin	18.9	kJ/mol

Atomic partial charges in e from the Mulliken method, atoms 1 to 4: 0.58 -0.26 0.13 -0.08

Entry 2:
Below is a molecular structure, C14H33GeN5O2W, with properties calculated with ωB97M-V/def2-TZVPD.

ORCA input file:
```
! wB97M-V def2-TZVPD RIJCOSX def2/J DEFGRID3
* xyz 4 3
W -0.026 -1.552 0.001
C 4.623 -1.915 -0.957
N 4.190 -1.938 0.454
C 5.319 -2.062 1.392
C 2.927 -1.908 0.767
N 1.943 -1.956 -0.192
N 2.553 -1.832 2.097
C 1.348 -2.129 2.703
N 1.389 -2.465 3.969
N 0.202 -2.013 2.026
H 5.632 -1.513 -1.004
H 3.994 -1.274 -1.572
H 4.665 -2.928 -1.365
H 5.987 -1.211 1.262
H 5.882 -2.963 1.139
H 5.047 -2.130 2.440
H 2.363 -2.257 -1.069
H 3.334 -1.762 2.733
H 2.253 -2.587 4.485
H 0.548 -2.636 4.511
H -0.606 -2.257 2.589
C -1.622 5.465 1.216
C -1.768 4.024 0.900
C -0.934 3.060 1.722
C -1.078 1.582 1.393
Ge 0.038 0.930 -0.188
C -0.512 1.566 -2.008
C -1.706 0.847 -2.648
C -3.043 1.307 -2.067
C -4.265 0.973 -2.909
H -2.057 6.088 0.414
H -0.598 5.757 1.466
H -2.227 5.787 2.104
H -1.484 3.847 -0.183
H -2.851 3.775 0.891
H -1.252 3.206 2.778
H 0.127 3.351 1.705
H -2.129 1.320 1.253
H -0.704 0.999 2.241
H 1.398 1.591 0.088
H 0.389 1.433 -2.616
H -0.704 2.641 -2.010
H -1.576 -0.251 -2.568
H -1.707 1.079 -3.716
H -2.999 2.400 -1.992
H -3.166 0.933 -1.039
H -4.151 1.350 -3.926
H -5.164 1.407 -2.476
H -4.443 -0.094 -3.004
C -1.562 -3.740 -1.947
C -2.463 -2.769 -1.227
O -3.592 -2.561 -1.405
O -1.705 -2.003 -0.237
H -1.786 -3.721 -3.015
H -1.778 -4.760 -1.616
H -0.491 -3.533 -1.786
*
```

Calculated values
E	-3119.796218	a.u.
E_HOMO (spin up / spin down)	-21.146 / -21.134	eV
molecular weight	559.9	g mol⁻¹
maximum force	0.06944	Eh/bohr
<S²>	2.01
frontier orbital gap (spin up / spin down)	0.21644 / 0.15428	hartree
energy above the lowest of the compared OMol25 structures with the same formula, charge and spin	319.9	kJ/mol

Atomic partial charges in e from the Mulliken method, atoms 1 to 4: 0.54 -1.22 -0.04 -0.92

Entry 3:
Below is a molecular structure, C14H33N2OS4SiTi, with properties calculated with ωB97M-V/def2-TZVPD.

ORCA input file:
```
! wB97M-V def2-TZVPD RIJCOSX def2/J DEFGRID3
* xyz 1 1
Ti -0.877 -0.412 -0.738
C 1.781 -0.266 -2.926
C 2.788 -0.283 -1.790
S 1.999 0.095 -0.185
C 2.841 1.663 0.264
C 2.721 1.875 1.771
S 1.082 1.439 2.419
C 0.048 2.635 1.518
C -1.409 2.367 1.861
S -2.231 1.073 0.861
C -3.133 -1.266 -0.871
C -2.569 -1.387 -2.089
S 0.401 -1.387 -2.561
H 2.245 -0.621 -3.846
H 1.382 0.733 -3.098
H 3.585 0.438 -1.961
H 3.213 -1.281 -1.694
H 2.391 2.489 -0.286
H 3.883 1.568 -0.035
H 2.940 2.909 2.039
H 3.406 1.222 2.309
H 0.217 2.518 0.449
H 0.340 3.640 1.830
H -2.001 3.269 1.716
H -1.504 2.067 2.904
H -3.792 -0.443 -0.623
H -3.142 -2.105 -0.184
H -2.736 -0.655 -2.873
H -2.145 -2.332 -2.407
C 1.014 3.529 -2.550
N -0.434 3.502 -2.427
C -1.138 2.436 -2.033
N -2.481 2.526 -2.092
O -0.545 1.386 -1.668
H 1.298 3.839 -3.555
H 1.406 2.534 -2.364
H 1.448 4.223 -1.830
H -0.929 4.309 -2.768
H -2.924 3.407 -2.291
H -2.979 1.931 -1.453
C -1.347 -4.363 1.996
Si -0.299 -3.514 0.668
C -0.910 -4.276 -0.956
C 1.539 -3.877 0.880
C -0.544 -1.642 0.951
H -1.217 -5.446 1.928
H -2.411 -4.151 1.860
H -1.068 -4.053 3.004
H -0.593 -5.321 -0.976
H -0.500 -3.802 -1.847
H -2.002 -4.280 -1.023
H 1.718 -4.954 0.864
H 1.906 -3.489 1.832
H 2.130 -3.427 0.080
H 0.330 -1.228 1.461
H -1.398 -1.486 1.612
*
```

Calculated values
E	-3469.529032	a.u.
E_HOMO	-10.936	eV
molecular weight	449.7	g mol⁻¹
maximum force	0.05298	Eh/bohr
frontier orbital gap	0.22146	hartree
energy above the lowest of the compared OMol25 structures with the same formula, charge and spin	199.9	kJ/mol

Atomic partial charges in e from the Mulliken method, atoms 1 to 4: -0.51 -0.23 -1.11 0.43

Entry 4:
Below is a molecular structure, C14H34AlBrCl3FMgNO21P2S2, with properties calculated with ωB97M-V/def2-TZVPD.

ORCA input file:
```
! wB97M-V def2-TZVPD RIJCOSX def2/J DEFGRID3
* xyz 1 1
C -1.808 -2.771 1.768
C -1.477 -3.805 0.608
N -0.830 -5.027 1.161
P 0.896 -4.955 1.040
S 1.523 -2.889 0.853
H -2.942 -2.637 1.813
H -1.378 -1.706 1.589
H -1.514 -3.158 2.795
H -2.476 -4.132 0.184
H -0.919 -3.358 -0.252
H -1.153 -5.179 2.119
H 1.199 -5.536 -0.249
H 0.477 -2.047 0.467
C 5.024 -2.350 1.976
C 5.038 -3.836 2.191
O 6.419 -4.147 2.206
C 7.053 -3.045 2.677
O 8.163 -3.026 3.070
O 6.228 -1.932 2.647
F 4.455 -4.478 1.146
H 5.080 -2.073 0.921
H 4.141 -1.875 2.418
H 4.578 -4.162 3.130
Al 5.089 -0.416 3.898
O 2.544 -4.523 6.802
Cl 3.286 -3.372 6.356
O 4.264 -2.996 7.348
O 2.382 -2.264 6.121
O 3.973 -3.687 5.102
Cl -1.432 -0.916 -0.149
Br 3.079 -2.593 -0.742
C 0.722 0.023 -2.585
O 0.893 0.108 -3.998
C 0.550 1.294 -4.515
O 0.133 2.236 -3.896
O 0.754 1.247 -5.834
C 0.429 2.457 -6.519
H 1.030 -0.974 -2.272
H 1.352 0.755 -2.076
H -0.326 0.163 -2.315
H 1.050 3.280 -6.162
H -0.629 2.694 -6.401
H 0.634 2.301 -7.577
O -5.751 -3.597 0.314
S -6.351 -2.418 0.867
O -6.114 -2.009 2.222
O -7.944 -2.468 0.612
C -8.679 -3.606 1.100
C -8.846 -3.570 2.608
C -5.997 -1.043 -0.190
H -8.200 -4.534 0.776
H -9.661 -3.567 0.628
H -7.886 -3.669 3.116
H -9.486 -4.388 2.942
H -9.283 -2.621 2.924
H -6.203 -1.320 -1.223
H -4.939 -0.798 -0.071
H -6.613 -0.188 0.123
Mg -7.727 1.244 0.657
C 5.018 7.630 -2.085
O 3.682 7.838 -1.656
P 2.625 6.484 -1.629
O 3.665 5.498 -1.109
O 2.567 6.484 -3.282
C 2.269 7.699 -3.970
O 1.358 5.340 -1.525
C 1.268 4.323 -2.509
H 5.425 8.599 -2.382
H 5.618 7.239 -1.264
H 5.065 6.953 -2.941
H 3.195 8.131 -4.361
H 1.779 8.424 -3.319
H 1.612 7.473 -4.810
H 2.249 3.901 -2.739
H 0.808 4.720 -3.413
H 0.623 3.536 -2.123
O -0.989 1.336 3.228
Cl -0.936 2.323 2.171
O -0.714 3.629 2.733
O -2.196 2.313 1.453
O 0.136 1.989 1.263
*
```

Calculated values
E	-8163.420513	a.u.
E_HOMO	-10.670	eV
molecular weight	935.0	g mol⁻¹
maximum force	0.16905	Eh/bohr
frontier orbital gap	0.07090	hartree

Atomic partial charges in e from the Mulliken method, atoms 1 to 4: -0.59 -0.64 -0.29 0.05